# 1
Formula: C4H7BrMgN
Source: the OMol25 dataset
Level of theory: ωB97M-V/def2-TZVPD

```
! wB97M-V def2-TZVPD RIJCOSX def2/J DEFGRID3
* xyz 1 1
Mg 0.1409 -2.7825 -3.1293
Br -0.2791 -3.0613 -0.8660
C -0.3749 1.0243 -0.9016
C -0.5894 0.9849 0.6007
C 0.1398 -0.1617 1.3257
C 1.4986 -0.3669 0.8648
N 2.5688 -0.5516 0.5039
H -0.8685 1.8811 -1.3542
H -0.7699 0.1298 -1.4051
H 0.6941 1.0622 -1.1302
H -1.6513 0.9004 0.8343
H -0.2448 1.9351 1.0102
H -0.4044 -1.1023 1.2623
H 0.1402 0.1084 2.3845
*
```

The calculation puts the energy above the lowest of the compared OMol25 structures with the same formula, charge and spin at 0.000 eV. The HOMO-LUMO gap comes out at 6.30 eV.

=====

# 2
Formula: C3H9NO3
Source: the OMol25 dataset
Level of theory: ωB97M-V/def2-TZVPD

```
! wB97M-V def2-TZVPD RIJCOSX def2/J DEFGRID3
* xyz 0 1
N -0.0230 0.4543 -1.5002
C 0.8508 0.5937 -0.3445
C 1.6142 -0.7123 -0.3415
O 1.6271 -1.4717 0.5953
C 0.0149 0.7064 0.9226
O -0.3901 2.0850 1.1735
H 0.4804 0.6463 -2.3528
H -0.8496 1.0232 -1.4306
H 1.4573 1.4994 -0.4365
H 2.1411 -1.0096 -1.2630
H -0.9262 0.1769 0.7848
H 0.5919 0.4327 1.7919
H -0.8810 2.4016 0.4044
O -2.1243 -2.0512 0.4560
H -1.6812 -1.8069 1.2725
H -1.9024 -2.9678 0.2682
*
```

The calculation puts the energy above the lowest of the compared OMol25 structures with the same formula, charge and spin at 2.128 eV. The structure (SMILES) is N[C@H](C=O)CO.O. The HOMO-LUMO gap comes out at 10.32 eV.

=====

# 3
Formula: C18H50BrN7O4P3Ta
Source: the OMol25 dataset
Level of theory: ωB97M-V/def2-TZVPD

```
! wB97M-V def2-TZVPD RIJCOSX def2/J DEFGRID3
* xyz -2 1
C 3.8108 3.8195 5.4837
C 3.5543 4.3875 4.1324
Ta 1.4888 3.9217 3.1567
C -0.5451 3.6314 2.0896
C -1.6933 2.8572 2.9667
C -1.9717 3.4823 4.4566
Br -1.3698 2.0437 5.7717
P 2.0209 1.3830 3.2322
N 2.7362 0.8550 1.8640
C 1.1249 6.2411 2.9907
O 0.5564 6.7504 1.8664
O 1.4535 7.2069 4.0644
H 4.2561 2.7481 5.6635
H 3.5612 4.4787 6.4327
H 4.3509 5.0402 3.5406
H 0.7608 3.8803 4.8538
H 2.3253 3.9771 1.5090
H -0.9931 4.6504 1.6897
H -0.3442 2.9492 1.1308
H -2.7138 2.9826 2.3599
H -1.4903 1.6882 2.9763
H -3.1012 3.6892 4.7040
H -1.4071 4.5153 4.6538
H 2.9860 1.2022 4.3210
H 0.7948 0.6294 3.4610
H 2.1777 0.1016 1.4054
O -1.1007 -1.3176 0.4412
P -1.8713 -2.6599 0.4795
N -3.3169 -1.8831 1.0093
C -4.3617 -2.4271 1.8703
C -3.9578 -1.0382 -0.0024
N -0.9841 -3.1748 1.8699
C -1.5115 -3.1070 3.2246
C 0.4329 -2.7725 1.9146
N -2.7572 -4.2031 0.5235
C -2.0110 -5.4356 0.8501
C -3.3410 -4.4559 -0.8126
H -4.9454 -3.2156 1.3866
H -5.0688 -1.6419 2.1686
H -3.9858 -2.8121 2.8169
H -4.6138 -1.6216 -0.6550
H -3.2240 -0.5345 -0.6351
H -4.5598 -0.2509 0.4657
H -1.8018 -2.0909 3.5032
H -0.7801 -3.4635 3.9623
H -2.3555 -3.7881 3.3464
H 0.5507 -1.7401 2.2606
H 0.8954 -2.8675 0.9252
H 1.0043 -3.4329 2.5810
H -1.0976 -5.5206 0.2513
H -2.6239 -6.3273 0.6697
H -1.7477 -5.4957 1.9078
H -2.5525 -4.6080 -1.5620
H -3.9560 -3.6222 -1.1487
H -3.9913 -5.3371 -0.8011
O -0.4156 -0.0389 -5.3855
P 0.8944 -0.4219 -4.6545
N 0.5212 0.6066 -3.3215
C 1.4513 1.3320 -2.4627
C -0.5951 0.1444 -2.4921
N 1.8374 0.4742 -5.7917
C 2.3582 1.8066 -5.5241
C 1.3627 0.4448 -7.1864
N 2.4005 -0.8624 -3.8141
C 3.5907 -1.1906 -4.6254
C 2.1539 -2.0706 -2.9960
H 2.0319 0.6733 -1.8105
H 0.9138 2.0346 -1.8122
H 2.1449 1.9656 -3.0132
H -0.2625 -0.5713 -1.7346
H -1.3706 -0.3409 -3.0884
H -1.0766 0.9833 -1.9764
H 1.5652 2.5166 -5.2763
H 2.9117 2.2054 -6.3847
H 3.1032 1.7786 -4.7271
H 0.5456 1.1551 -7.3519
H 1.0173 -0.5594 -7.4586
H 2.1799 0.6827 -7.8810
H 3.3510 -1.9135 -5.4127
H 4.3883 -1.6136 -4.0023
H 4.0411 -0.3070 -5.0813
H 1.9269 -2.9356 -3.6336
H 1.3129 -1.9340 -2.3176
H 3.0212 -2.3107 -2.3716
*
```

The HOMO-LUMO gap comes out at 2.18 eV.

=====

# 4
Formula: C14H17N3O2S3
Source: the OMol25 dataset
Level of theory: ωB97M-V/def2-TZVPD

```
! wB97M-V def2-TZVPD RIJCOSX def2/J DEFGRID3
* xyz 0 1
C -6.5357 -1.6632 0.3330
O -5.1832 -1.4611 0.0102
C -4.8507 -0.1025 -0.1358
C -3.3759 -0.0218 -0.4966
S -2.8934 1.7328 -0.6734
C -1.2222 1.5536 -1.0739
N -0.4552 2.5681 -1.2866
N 0.7993 2.2412 -1.5571
C 1.0094 0.9694 -1.5486
N 2.2337 0.3973 -1.7500
C 2.4355 -0.9382 -1.5682
O 1.5258 -1.7095 -1.3605
C 3.8781 -1.3696 -1.6761
S 5.0282 -0.2188 -0.8606
C 4.5537 -0.4691 0.8934
C 3.2139 0.1061 1.2233
C 2.1567 -0.7182 1.5861
C 0.9212 -0.1739 1.8927
C 0.7290 1.1957 1.8334
C 1.7762 2.0235 1.4618
C 3.0113 1.4813 1.1605
S -0.3971 -0.0091 -1.2055
H -7.1946 -1.2699 -0.4507
H -6.7939 -1.1814 1.2840
H -6.6746 -2.7385 0.4198
H -5.4584 0.3617 -0.9282
H -5.0406 0.4447 0.8010
H -2.7708 -0.4750 0.2884
H -3.1896 -0.5346 -1.4399
H 3.0250 1.0217 -1.8595
H 3.9946 -2.3689 -1.2560
H 4.1771 -1.3861 -2.7255
H 4.5984 -1.5405 1.0888
H 5.3462 0.0343 1.4481
H 2.2965 -1.7888 1.6287
H 0.1072 -0.8265 2.1713
H -0.2365 1.6206 2.0655
H 1.6263 3.0901 1.3981
H 3.8291 2.1232 0.8647
*
```

The structure (SMILES) is COCCSc1nnc(NC(=O)CSCc2ccccc2)s1. The HOMO-LUMO gap comes out at 8.70 eV.

=====

# 5
Formula: C3H7N
Source: the OMol25 dataset
Level of theory: ωB97M-V/def2-TZVPD

```
! wB97M-V def2-TZVPD RIJCOSX def2/J DEFGRID3
* xyz 0 1
C -1.6488 -0.0709 0.5144
N -0.6030 -0.5569 1.0068
C 0.6347 -0.6657 0.2043
C 0.9646 0.6101 -0.5643
H -1.7699 0.4528 -0.4400
H -2.5510 -0.1312 1.1259
H 1.3663 -0.9873 0.9357
H 0.4641 -1.4998 -0.4770
H 2.0348 0.7851 -0.6929
H 0.5413 0.5865 -1.5693
H 0.5670 1.4774 -0.0437
*
```

The calculation puts the energy above the lowest of the compared OMol25 structures with the same formula, charge and spin at 0.631 eV. The structure (SMILES) is C=NCC. The HOMO-LUMO gap comes out at 10.49 eV.

=====

Number 1: HOMO energy -14.169 eV. Number 2: HOMO energy -9.636 eV. Number 3: HOMO energy -0.195 eV. Number 4: HOMO energy -8.207 eV. Number 5: HOMO energy -9.372 eV.